Record 1
ORCA calculation (wB97M-V/def2-TZVPD) on a structure of composition C38H41GaIOPSi.

Properties
Energy relative to the best compared isomer or geometry (same formula, charge and spin), kJ/mol: 0.0
Molar mass, g/mol: 769.4
Charge: 0

Each line ends with the Mulliken charge.
Geometry (Å):
Ga  0.75024  -1.51411  -0.02080  1.3754
I  2.31625  -4.58184  -1.18351  0.1102
C  1.82990  -4.85018  0.84451  -0.2318
C  1.63083  -6.13125  1.26564  -0.4980
C  1.57421  -6.41001  2.64768  -0.6700
C  1.83722  -5.42243  3.54655  -0.8565
C  2.07657  -4.09326  3.12080  0.6760
C  2.49307  -3.10306  4.04522  -0.7197
C  2.76294  -1.83894  3.62252  -1.0884
C  2.45971  -1.46755  2.29316  -0.3122
C  2.00505  -2.36563  1.35797  0.1518
C  1.94923  -3.74653  1.74199  0.5104
H  1.56503  -6.94295  0.55415  0.4152
H  1.38847  -7.42442  2.97676  0.3815
H  1.89741  -5.64353  4.60673  0.3604
H  2.61287  -3.38027  5.08724  0.3472
H  3.13530  -1.09331  4.31558  0.4216
H  2.53793  -0.41994  2.02928  0.7599
O  -0.86965  -1.33354  1.50002  -0.5955
C  -0.11148  -0.35909  1.45011  0.4212
C  -0.14488  0.68060  2.50935  0.2268
C  -0.14668  0.23169  3.83322  -1.0439
C  0.02066  1.12738  4.87459  -0.7282
C  0.14551  2.48507  4.61243  -0.7918
C  0.09888  2.94518  3.30592  -0.2419
C  -0.02714  2.05451  2.24324  -0.4486
P  -0.10424  2.58115  0.49833  1.9926
C  -1.80898  3.23333  0.36316  0.2573
C  -2.80051  2.91649  1.29080  -0.4266
C  -4.12101  3.28740  1.06780  -0.6634
C  -4.47077  3.97779  -0.08275  -0.5699
C  -3.49511  4.28250  -1.02284  -0.7118
C  -2.17910  3.90291  -0.80733  -0.4878
C  0.96758  4.07045  0.56333  -0.0980
C  0.57807  5.38571  0.33409  0.0550
C  1.52419  6.40561  0.30124  -0.6988
C  2.86700  6.12552  0.49604  -0.4794
C  3.26758  4.81593  0.73629  -0.6344
C  2.32648  3.80014  0.76218  -0.5230
H  -0.26449  -0.82803  4.02189  0.5030
H  0.05320  0.76515  5.89537  0.4149
H  0.26753  3.18649  5.42874  0.4275
H  0.16517  4.00723  3.10142  0.5178
H  -2.54352  2.37473  2.19241  0.2763
H  -4.87852  3.03322  1.79956  0.4127
H  -5.50091  4.26511  -0.25288  0.3939
H  -3.76212  4.80341  -1.93383  0.3999
H  -1.43197  4.11449  -1.56443  0.4595
H  -0.46811  5.62871  0.20287  0.4307
H  1.20500  7.42485  0.11980  0.4198
H  3.59957  6.92273  0.46485  0.3688
H  4.31579  4.58595  0.88808  0.4183
H  2.64229  2.77632  0.94343  0.3237
C  -1.97145  -0.04956  -1.48309  -0.8329
Si  -0.61862  -1.24493  -2.04051  -0.8296
C  0.53782  -0.40083  -3.31717  2.1320
C  1.77685  -1.27343  -3.57583  -1.4936
C  -0.21044  -0.15278  -4.63817  -1.8382
C  1.01966  0.94656  -2.77470  -1.8608
C  -1.53126  -2.81768  -2.68923  2.2421
C  -0.71821  -3.67866  -3.66301  -1.7254
C  -1.92240  -3.65340  -1.45866  -1.6728
C  -2.81799  -2.40783  -3.42559  -1.9417
H  -1.81869  0.94774  -1.90522  0.1437
H  -1.95636  0.05197  -0.39561  0.2163
H  -2.96960  -0.38427  -1.76328  0.3686
H  1.51903  -2.26754  -3.94530  0.3175
H  2.37010  -1.40093  -2.66441  0.1205
H  2.41966  -0.79453  -4.32505  0.4974
H  -0.50935  -1.08649  -5.12180  0.3026
H  0.43754  0.38863  -5.33873  0.5214
H  -1.11017  0.45243  -4.48276  0.3090
H  1.55086  0.83705  -1.82415  0.2687
H  0.19402  1.64258  -2.60818  0.2389
H  1.71009  1.40943  -3.49075  0.6426
H  0.22198  -4.01823  -3.23747  0.0389
H  -0.50049  -3.14323  -4.59067  0.3116
H  -1.29832  -4.57155  -3.93103  0.5281
H  -1.04622  -4.01385  -0.91396  0.2384
H  -2.50908  -4.52937  -1.76551  0.4903
H  -2.52963  -3.06928  -0.75861  0.3280
H  -2.63055  -1.67888  -4.22054  0.3091
H  -3.56419  -1.99035  -2.74902  0.3672
H  -3.26215  -3.29663  -3.88996  0.5524

Record 2
ORCA calculation (wB97M-V/def2-TZVPD) on a cluster of 8 separate species, C38H41N7O3S in total in a non-equilibrium geometry.

Properties
Molar mass, g/mol: 675.9
Charge: 0
Total energy, eV: -67473.612

Each line ends with the Mulliken charge.
Geometry (Å):
C  -1.16449  3.76770  -0.26407  -0.7886
S  -2.41196  2.72050  -0.87749  0.8350
O  -2.95093  2.02065  0.33194  -0.7630
C  -3.56258  3.93608  -1.32680  -1.2723
H  -0.39498  3.13505  0.15346  0.0510
H  -1.57293  4.41771  0.54263  0.3123
H  -0.79941  4.41896  -1.02721  0.4880
H  -3.26419  4.39918  -2.25314  0.3746
H  -3.81401  4.65921  -0.57326  0.3815
H  -4.44952  3.37418  -1.56069  0.4078
C  -3.24445  -2.78627  -2.80827  -0.6846
C  -2.09002  -2.90564  -2.03829  -0.0798
C  -0.88730  -3.04100  -2.67138  -0.4574
C  -0.83353  -3.09075  -4.05576  0.2726
C  -1.97164  -3.02423  -4.84577  -0.6495
C  -3.19775  -2.78572  -4.21657  -0.6509
N  0.46542  -3.25945  -4.73954  1.1235
O  0.49845  -3.67591  -5.87542  -0.6413
O  1.48657  -2.95702  -4.09190  -0.5999
H  -4.20697  -2.72832  -2.34071  0.4748
H  -2.15713  -2.78508  -0.98192  0.4894
H  -0.00672  -3.00337  -2.03063  0.4888
H  -1.92766  -3.02034  -5.88857  0.5035
H  -4.13962  -2.70824  -4.72840  0.4482
N  -0.37353  0.88115  4.99264  -0.4137
C  -0.29258  2.07131  4.32579  -0.2866
C  -1.31036  2.63839  3.63248  -0.3133
C  -2.55254  1.99891  3.62146  -0.1963
C  -2.64174  0.75240  4.14367  -0.4156
C  -1.53631  0.26471  4.85393  -0.3100
H  0.63927  2.56502  4.30185  0.3734
H  -1.18863  3.56691  3.10527  0.3926
H  -3.44528  2.46646  3.25480  0.3592
H  -3.45712  0.02220  4.02676  0.4197
H  -1.65007  -0.69282  5.32057  0.4173
N  5.65177  2.99325  -1.91880  -0.6399
C  5.60310  2.98693  -0.55078  -0.2975
C  5.54759  1.85306  0.23713  -0.3325
C  5.73734  0.63234  -0.45494  -0.1711
C  5.86448  0.58689  -1.84962  -0.3931
C  5.68474  1.77648  -2.49898  -0.1869
H  5.76619  3.95180  -0.07165  0.3894
H  5.34144  1.91362  1.31075  0.4838
H  5.82146  -0.31184  0.04341  0.3987
H  5.97613  -0.34229  -2.41703  0.3753
H  5.75472  1.75564  -3.59757  0.4154
N  1.11843  1.05746  1.43398  0.0612
C  -0.07957  0.73657  1.04460  -0.6894
C  -0.38317  0.11746  -0.17351  0.4329
C  0.60229  -0.16186  -1.06872  -0.5541
C  1.91477  0.29783  -0.72690  -0.5124
C  2.11000  0.86282  0.52989  -1.1236
H  -0.88951  0.86659  1.75019  0.0045
H  -1.43502  -0.11221  -0.40394  0.5236
H  0.38485  -0.65569  -2.00798  0.9503
H  2.84225  0.16592  -1.26759  0.5148
H  3.13249  1.04618  0.80433  0.2804
N  -3.90765  -3.76292  2.55077  -0.6279
C  -4.78614  -3.01100  1.86497  -0.5204
C  -4.44141  -1.78146  1.37475  -0.6491
C  -3.14098  -1.35225  1.46196  0.2694
C  -2.17169  -2.23855  1.95475  -0.3216
C  -2.61253  -3.47970  2.48222  -0.6330
H  -5.74127  -3.38260  1.84068  0.5125
H  -5.21052  -1.20070  0.86319  0.4113
H  -2.90486  -0.42159  1.04319  0.3958
H  -1.17603  -1.91300  2.05710  0.6713
H  -1.95214  -4.19286  2.91720  0.4903
N  -0.12399  -0.00632  -4.78025  -0.3285
C  -0.99221  0.86990  -4.32851  -0.3554
C  -0.64964  2.21635  -4.04437  -0.2349
C  0.68296  2.55843  -4.10267  -0.3986
C  1.67865  1.54657  -4.30352  -0.4654
C  1.17480  0.32321  -4.75423  -0.4182
H  -1.95682  0.51982  -4.16332  0.5324
H  -1.40910  2.99235  -3.83464  0.4030
H  1.02463  3.60582  -3.96652  0.3548
H  2.73309  1.79731  -4.35548  0.4715
H  1.87106  -0.38502  -5.12686  0.4409
N  2.41749  -3.25598  3.62890  -0.6119
C  2.68677  -3.49030  4.93007  -0.3459
C  2.68405  -2.50581  5.89952  -0.2593
C  2.41930  -1.20338  5.50308  -0.5440
C  2.14919  -0.93713  4.14569  0.0158
C  2.17864  -1.97717  3.27763  -0.5042
H  2.93836  -4.50584  5.20474  0.3673
H  2.76743  -2.82907  6.93716  0.3624
H  2.27839  -0.40728  6.21935  0.3762
H  1.81441  0.01285  3.80288  0.3923
H  2.01725  -1.83220  2.24281  0.7308